No. 1
The following is a quantum chemistry calculation of C31H22AsCl5N10OS4V as an isolated structure at a distorted geometry, from the OMol25 dataset.

Properties
**Net charge**: -2
**Relative energy (zero: lowest compared OMol25 entry of this formula, charge and spin)**: 12.1 kcal/mol
**Multiplicity**: 2
**HOMO level (spin up / spin down)**: -0.562 / -0.787 eV
**HOMO-LUMO gap (spin up / spin down)**: 3.6 / 3.8 eV
**<S²>**: 0.8204

Element x y z (Å)
As 3.113 -2.333 4.705
V 2.576 -2.068 0.133
Cl 5.946 -4.358 -3.833
Cl 2.344 -7.495 -1.346
Cl 4.472 -7.100 -3.583
Cl 5.118 -2.000 -1.979
Cl 1.565 -5.068 0.498
S 3.452 -2.956 2.175
S 4.439 -1.487 1.266
S 1.040 -2.530 5.129
S 3.615 -0.294 4.887
O -2.812 3.167 1.141
N -2.082 -0.235 -2.470
N 1.521 1.410 2.319
N -1.038 -0.494 -0.516
N 1.890 -1.445 -1.513
N -4.632 4.421 1.026
N 0.267 -3.013 -1.135
N -4.422 4.118 2.310
N 1.527 -0.527 1.234
N -1.131 0.697 -2.338
N 0.860 0.493 3.031
C 4.710 -4.568 -2.652
C 2.056 -0.284 -3.607
C 0.837 -2.126 -2.015
C -0.521 0.530 -1.154
C 2.439 -0.504 -2.300
C 1.917 0.765 1.252
C -2.725 2.779 3.523
C -1.498 1.614 5.717
C 1.035 -1.056 -4.149
C -3.291 2.919 4.793
C 3.309 -3.605 -0.880
C 0.406 -1.983 -3.323
C -3.461 3.794 -1.078
C 4.073 -5.800 -2.525
C -3.347 3.372 2.377
C 4.327 -3.522 -1.832
C 0.866 -0.667 2.369
C -0.914 1.481 4.458
C 3.098 -5.957 -1.540
C -1.535 2.053 3.366
C 2.742 -4.877 -0.749
C 0.397 0.753 4.362
C -2.676 2.327 5.877
C -3.676 3.852 0.325
C -4.320 4.363 -2.034
C -2.150 2.798 -2.862
C -3.005 3.369 -3.803
C -1.994 -0.928 -1.360
C -4.069 4.162 -3.372
C -1.052 1.821 -3.233
C -2.360 3.045 -1.524
H 0.342 -0.215 4.884
H -5.170 4.939 -1.699
H 0.415 -1.571 2.738
H -2.620 -1.770 -1.139
H 0.329 -2.718 -0.161
H -0.427 -2.567 -3.681
H -1.705 2.618 -0.780
H -0.632 -3.391 -1.389
H -4.724 4.603 -4.112
H -4.208 3.479 4.891
H 0.286 1.140 -0.803
H 0.710 -0.931 -5.169
H 1.180 1.344 4.850
H 3.226 0.082 -1.841
H 2.513 1.214 0.477
H -1.171 1.456 -4.256
H -2.856 3.181 -4.856
H -3.112 2.424 6.861
H 2.553 0.469 -4.201
H -1.105 1.961 2.380
H -0.060 2.270 -3.124
H -1.015 1.153 6.565

No. 2
The following is a quantum chemistry calculation of one molecule with the formula C5H7NO at a distorted geometry, from the OMol25 dataset.

Properties
**Relative energy (zero: lowest compared OMol25 entry of this formula, charge and spin)**: 39.3 kcal/mol
**HOMO level**: -9.525 eV
**HOMO-LUMO gap**: 10.2 eV
**SMILES string**: C[C@H]1C=CNC1=O

Element x y z (Å)
O -2.290 -0.200 0.491
N -1.132 -0.088 -1.592
C 0.467 0.466 1.767
C -1.279 -0.057 -0.125
C 0.134 0.292 0.305
C 0.882 -0.644 -0.608
C 0.130 -0.791 -1.703
H -0.841 0.922 -1.659
H 0.366 -1.291 -2.634
H 0.118 -0.368 2.383
H 0.149 1.285 -0.248
H -0.020 1.377 2.127
H 1.547 0.577 1.909
H 1.881 -1.029 -0.435

No. 3
The following is a quantum chemistry calculation of a 4-piece molecular cluster, C9H27N7O5 overall at a distorted geometry, from the OMol25 dataset.

Properties
**Relative energy (zero: lowest compared OMol25 entry of this formula, charge and spin)**: 0.0 kcal/mol
**HOMO level**: -8.287 eV
**HOMO-LUMO gap**: 8.5 eV
**SMILES string**: COCCNCCOC.NC(N)=O.NC(N)=O.NC(N)=O

Element x y z (Å)
O 4.353 2.111 -2.454
O -1.357 2.244 -0.308
O 3.519 -1.163 3.824
O -4.048 -3.029 1.055
O 0.677 -1.547 0.204
N 2.037 -2.442 2.602
N 2.000 -0.204 2.424
N 1.049 0.719 -1.714
N -4.682 -3.160 3.248
N -0.940 -2.546 1.430
N -1.511 -0.878 -0.019
N -5.778 -4.354 1.720
C -4.703 -3.550 1.938
C -0.002 1.583 -2.246
C -2.238 3.243 0.110
C 5.177 2.367 -3.551
C 2.559 -1.257 3.081
C 2.333 1.367 -1.514
C -0.455 2.691 -1.302
C 2.981 1.879 -2.794
C -0.540 -1.703 0.433
H 2.949 1.096 -3.560
H 1.788 -2.303 1.625
H 2.264 0.756 2.537
H -1.347 -0.111 -0.640
H 6.218 2.265 -3.264
H 2.248 2.265 -0.884
H 2.668 -3.201 2.812
H 0.860 0.138 -0.891
H 0.332 2.087 -3.149
H -0.185 -2.874 2.010
H 1.345 -0.379 1.670
H 3.006 0.642 -1.060
H -2.754 2.863 0.992
H -6.424 -4.494 2.477
H -4.047 -2.459 3.577
H 4.956 1.689 -4.390
H -5.326 -3.554 3.911
H -1.675 4.111 0.479
H 2.644 2.866 -3.124
H -1.942 -2.636 1.462
H -0.961 3.473 -1.888
H 0.359 3.233 -0.809
H 4.976 3.350 -4.004
H -0.869 0.929 -2.361
H -2.968 3.598 -0.622
H -2.458 -1.185 0.144
H -6.087 -4.538 0.785

No. 4
The following is a quantum chemistry calculation of an isolated ion of composition C18H28NO4 and charge +1, from the OMol25 dataset.

Properties
**Net charge**: +1
**Relative energy (zero: lowest compared OMol25 entry of this formula, charge and spin)**: 2.0 kcal/mol
**HOMO level**: -10.896 eV
**HOMO-LUMO gap**: 8.8 eV
**SMILES string**: CCOC(=O)[C@@H]1CCC[N@@H+](C[C@H](O)COc2cccc(C)c2)C1

Element x y z (Å)
O -3.105 0.976 0.326
O 2.917 1.465 -1.223
O 0.014 1.699 1.001
O -5.084 0.185 -0.359
N -0.894 -0.289 -0.438
C 4.006 0.734 -0.785
C 6.243 -0.775 -0.154
C 5.869 -0.608 -1.476
C -7.277 1.012 0.142
C -3.045 -2.211 -0.083
C 1.050 1.068 0.286
C 4.755 0.141 -1.797
C -0.704 -1.468 0.433
C -1.788 -0.626 -1.566
C 5.504 -0.188 0.863
C -2.039 -1.908 1.023
C 0.377 0.316 -0.876
C 4.379 0.563 0.539
C -3.170 -1.010 -1.033
C 2.064 2.075 -0.298
C -5.791 1.226 0.344
C 5.925 -0.347 2.291
C -3.782 0.171 -0.284
H -1.353 -1.454 -2.132
H -0.262 -2.269 -0.166
H 3.822 1.019 1.345
H 0.365 2.396 1.566
H 4.453 0.293 -2.821
H -1.418 0.447 0.115
H -2.420 -1.121 1.676
H 6.196 -1.380 2.499
H -5.465 2.192 -0.054
H -4.019 -2.446 0.346
H 5.137 -0.044 2.976
H 1.585 0.358 0.936
H 6.451 -1.062 -2.263
H -2.717 -3.080 -0.657
H 0.159 1.039 -1.665
H -5.515 1.178 1.402
H 7.116 -1.359 0.092
H 1.045 -0.447 -1.276
H 2.619 2.568 0.510
H 6.802 0.269 2.488
H -0.016 -1.206 1.236
H -7.577 0.044 0.534
H -1.881 -2.797 1.633
H -7.525 1.053 -0.915
H -1.870 0.244 -2.221
H 1.518 2.841 -0.859
H -7.826 1.789 0.664
H -3.830 -1.269 -1.864